(1)
A 8-piece molecular cluster, C17H34Cl4F6O15P overall at a distorted geometry, computed with wB97M-V/def2-TZVPD.

Cartesian coordinates (Å):
P (-38.736, -4.831, 28.174)
F (-39.810, -4.940, 26.996)
F (-39.933, -5.137, 29.242)
F (-38.512, -6.444, 28.113)
F (-37.615, -4.648, 29.346)
F (-37.588, -4.615, 27.046)
F (-39.049, -3.231, 28.222)
C (-39.932, -7.909, 30.604)
O (-40.091, -9.255, 31.052)
C (-41.387, -9.751, 31.237)
O (-42.450, -9.181, 30.857)
O (-41.369, -10.980, 31.904)
C (-42.558, -11.684, 32.202)
H (-40.133, -7.117, 31.324)
H (-40.523, -7.735, 29.705)
H (-38.878, -7.816, 30.343)
H (-43.177, -11.054, 32.841)
H (-42.367, -12.698, 32.553)
H (-43.144, -11.782, 31.288)
C (-33.969, -7.351, 33.989)
O (-33.777, -6.464, 32.890)
C (-34.221, -6.782, 31.683)
O (-34.542, -7.914, 31.336)
O (-34.145, -5.720, 30.944)
C (-34.613, -5.751, 29.640)
H (-34.524, -8.255, 33.742)
H (-34.508, -6.704, 34.681)
H (-33.008, -7.700, 34.367)
H (-34.027, -6.455, 29.051)
H (-34.599, -4.774, 29.156)
H (-35.628, -6.125, 29.504)
C (-36.369, -8.368, 28.173)
O (-37.027, -8.914, 26.946)
C (-37.881, -9.974, 27.016)
O (-38.423, -10.470, 26.023)
O (-38.192, -10.300, 28.273)
C (-39.085, -11.350, 28.568)
H (-35.594, -9.063, 28.496)
H (-37.060, -8.285, 29.012)
H (-35.910, -7.384, 28.081)
H (-40.131, -11.072, 28.703)
H (-38.811, -11.667, 29.574)
H (-39.059, -12.223, 27.917)
C (-39.283, -7.416, 36.546)
O (-39.353, -7.059, 35.187)
C (-38.282, -6.998, 34.440)
O (-37.126, -7.206, 34.787)
O (-38.659, -6.618, 33.192)
C (-37.661, -6.302, 32.243)
H (-39.497, -8.456, 36.794)
H (-40.044, -6.835, 37.068)
H (-38.383, -7.207, 37.124)
H (-37.064, -7.207, 32.128)
H (-36.861, -5.645, 32.582)
H (-38.045, -6.015, 31.264)
C (-41.072, -6.941, 25.489)
O (-40.167, -6.645, 24.442)
C (-39.381, -7.646, 23.895)
O (-39.352, -8.833, 24.160)
O (-38.378, -7.130, 23.083)
C (-38.246, -5.687, 22.869)
H (-41.696, -7.704, 25.023)
H (-41.603, -6.052, 25.829)
H (-40.538, -7.434, 26.301)
H (-37.353, -5.409, 22.310)
H (-38.251, -5.036, 23.743)
H (-39.107, -5.298, 22.327)
C (-41.615, -2.410, 27.418)
Cl (-42.941, -1.489, 26.581)
Cl (-42.317, -3.677, 28.475)
H (-40.980, -2.877, 26.666)
H (-40.919, -1.762, 27.950)
C (-37.346, -2.214, 31.138)
Cl (-36.042, -3.183, 31.897)
Cl (-37.257, -0.536, 31.629)
H (-37.249, -2.249, 30.052)
H (-38.272, -2.663, 31.497)

Its total charge is -1. The calculation puts the total energy at -124583.2622 eV. The multiplicity is 1. The molar mass is 765.22 Da.

(2)
One molecule with the formula CH2O2S3 at a distorted geometry, computed with wB97M-V/def2-TZVPD.

Cartesian coordinates (Å):
O (-0.863, 1.544, -1.040)
S (-1.021, 0.282, 0.190)
O (-1.918, 0.426, 1.313)
S (-0.625, -1.566, -0.509)
C (0.549, -0.495, 0.402)
S (1.943, 0.134, -0.353)
H (0.789, -0.811, 1.422)
H (1.145, 0.485, -1.424)

The calculation puts the total energy at -37666.2448 eV. The multiplicity is 1. The molar mass is 142.23 Da. The SMILES is O=S1(=O)S[C@H]1S. As for the energy above the lowest of the compared OMol25 structures with the same formula, charge and spin: 68.3 kcal/mol.